[1]
A 6-piece molecular cluster, C20H57N5O6 overall in a non-equilibrium geometry. Source: OMol25; level of theory: ωB97M-V with the def2-TZVPD basis set.

Summary:
Kohn-Sham gap (alpha / beta) ... 7.576 / 1.234 eV
E ... -41385.247 eV
Energy relative to the best compared isomer or geometry (same formula, charge and spin) ... 0.0 kcal per mole
LUMO level (alpha / beta) ... -0.1079 / -0.3409 Eh
E_HOMO (alpha / beta) ... -10.51 / -10.51 eV

Structure (ORCA input):
```
! wB97M-V def2-TZVPD RIJCOSX def2/J DEFGRID3
* xyz 1 2
C 3.76932 0.69419 2.40265
C 2.62271 -0.30045 2.58577
C 1.73788 0.29107 3.69280
O 2.22013 0.16147 4.98999
C 1.26423 0.55328 5.98295
N 1.90205 -0.20527 1.37631
H 4.66804 0.19879 2.03526
H 3.96520 1.13116 3.38183
H 3.60939 1.52723 1.71813
H 2.93876 -1.32736 2.76922
H 0.80367 -0.26785 3.74717
H 1.32848 1.28130 3.49300
H 1.80880 0.49869 6.92557
H 0.48332 -0.20716 5.97998
H 0.82969 1.55245 5.95221
H 2.55041 -0.02797 0.62246
H 1.68337 -1.18428 1.25872
C -0.74911 4.21482 1.46507
C -0.51350 4.73210 2.88178
C -0.17197 6.19274 2.93557
O 1.15472 6.50259 2.44434
C 1.40528 7.89573 2.16786
N -1.81156 4.56077 3.67495
H -1.35647 4.88280 0.85433
H -1.31719 3.28476 1.44619
H 0.16469 4.07733 0.88699
H 0.16262 4.03713 3.37975
H -0.05608 6.48502 3.97924
H -0.95004 6.87088 2.58509
H 1.21554 8.53955 3.02669
H 0.79307 8.19788 1.31816
H 2.46192 8.12124 2.02374
H -2.49532 5.08111 3.14408
H -2.04995 3.58304 3.58947
C 0.17592 -3.80618 2.51190
C 1.36650 -3.65457 1.53825
C 1.87136 -5.01183 1.03216
O 2.31765 -5.74111 2.16652
C 2.53750 -7.12132 2.05103
N 0.93656 -2.81440 0.45849
H 0.07776 -2.91179 3.12716
H 0.30859 -4.67424 3.15763
H -0.77248 -4.01909 2.01864
H 2.25168 -3.17819 1.95970
H 2.68389 -4.82039 0.33128
H 1.00792 -5.51625 0.59841
H 2.22609 -7.51974 3.01663
H 3.56284 -7.46336 1.91038
H 1.85288 -7.59565 1.34788
H 1.72015 -2.89404 -0.17375
H 0.16702 -3.19370 -0.07446
C 2.24571 -0.96346 -5.28276
C 1.41818 -0.38530 -4.14774
C 0.00826 -0.13934 -4.70601
O -0.79031 0.38149 -3.58760
C -1.02046 1.76961 -3.56382
N 1.52627 -0.96294 -2.84455
H 3.23577 -1.31006 -4.98655
H 2.33030 -0.39655 -6.20988
H 1.82240 -1.94361 -5.50231
H 1.88499 0.53371 -3.79334
H -0.35790 -1.10126 -5.06481
H 0.08481 0.62619 -5.47815
H -1.56613 2.21817 -4.39395
H -0.08789 2.33112 -3.61973
H -1.49992 2.13498 -2.65568
H 1.05020 -1.84849 -2.94068
H 0.92142 -0.45670 -2.21371
C -4.08858 0.02211 -2.62392
C -3.58988 -1.39608 -2.40487
C -3.72207 -2.24758 -3.63062
O -5.04499 -2.50753 -4.12096
C -5.56288 -1.71589 -5.18837
N -2.20184 -1.44240 -1.92569
H -3.51670 0.65029 -1.94095
H -5.11646 0.12287 -2.27547
H -4.07365 0.41503 -3.64052
H -4.18192 -1.89532 -1.63784
H -3.18242 -3.18853 -3.52349
H -3.22065 -1.74888 -4.46007
H -5.42742 -0.63577 -5.13273
H -6.64662 -1.82798 -5.22076
H -5.15196 -2.10956 -6.11802
H -1.55324 -0.99595 -2.55823
H -2.11850 -0.78659 -1.16210
O -0.60805 0.52337 0.00195
H 0.08836 0.94868 0.50229
H -0.65019 -0.36477 0.35646
*
```

[2]
C24H38N4O5PdSSb as an isolated structure. Source: OMol25; level of theory: ωB97M-V with the def2-TZVPD basis set.

Summary:
Kohn-Sham gap ... 4.530 eV
E ... -62548.435 eV
LUMO level ... -0.1807 Eh
E_HOMO ... -9.45 eV

Structure (ORCA input):
```
! wB97M-V def2-TZVPD RIJCOSX def2/J DEFGRID3
* xyz 1 1
Pd -0.34731 0.33551 -0.14708
N -6.46835 3.76237 -1.00515
C -5.21991 4.06391 -1.42776
O -4.93778 5.02966 -2.09766
C -4.12147 3.10207 -1.02321
C -4.30821 1.73737 -0.84959
C -3.22256 0.94630 -0.53988
N -1.99068 1.45491 -0.39109
C -1.80600 2.77699 -0.54842
C -2.84597 3.62143 -0.87469
H -7.20791 4.40776 -1.23000
H -6.66164 3.01969 -0.35942
H -5.27626 1.27339 -0.98251
H -3.33210 -0.11700 -0.40558
H -0.80697 3.15765 -0.39295
H -2.67375 4.67856 -1.02358
C -3.62513 -1.93998 2.79173
C -3.28690 -2.31365 1.34699
Sb -1.27712 -1.85311 0.83205
C -0.14946 -3.16332 2.06603
C -0.66158 -4.59519 1.93581
C -1.10597 -2.89986 -1.03118
C -1.45927 -2.07971 -2.26983
H -4.68256 -2.11250 2.99180
H -3.41839 -0.88947 3.00257
H -3.05635 -2.54132 3.50262
H -3.94102 -1.80095 0.64223
H -3.38830 -3.38516 1.17137
H -0.21964 -2.80146 3.09197
H 0.88893 -3.06280 1.75254
H -1.69357 -4.69193 2.27447
H -0.05441 -5.25372 2.55775
H -0.60442 -4.96115 0.91045
H -1.74767 -3.77998 -0.97034
H -0.06964 -3.23859 -1.08013
H -2.49099 -1.72380 -2.24613
H -1.34574 -2.68643 -3.16899
H -0.80860 -1.21377 -2.38888
O 1.39659 -0.84489 0.11888
C 2.50650 -1.01752 0.70687
C 3.11402 -0.06820 1.69024
C 4.30110 0.71916 1.08346
C 5.04773 -0.02936 -0.02079
C 5.61251 -1.38770 0.39715
C 4.55296 -2.37037 0.93720
N 3.20070 -2.10978 0.42429
H 3.45448 -0.65039 2.54818
H 2.35469 0.61494 2.04906
H 4.98623 0.96992 1.89331
H 3.93214 1.66637 0.68530
H 5.86920 0.59364 -0.37395
H 4.38339 -0.17039 -0.88088
H 6.36943 -1.25148 1.17114
H 6.11330 -1.82930 -0.46529
H 4.51680 -2.33532 2.02430
H 4.80282 -3.39224 0.66349
H 2.82132 -2.71398 -0.29029
N 1.11426 1.71873 -1.05271
C 1.44385 2.71783 -0.04337
C 1.10135 2.45947 1.27567
C 1.39862 3.37519 2.26691
C 2.05376 4.55555 1.93150
C 2.35286 4.83520 0.59929
C 2.05038 3.91485 -0.39363
S 2.42302 5.75047 3.21699
O 2.42339 4.94249 4.42537
O 3.70943 6.28772 2.82177
O 1.30472 6.66803 3.09384
H 1.74887 0.92533 -1.00687
H 1.15909 2.10678 -1.98851
H 0.57538 1.53101 1.50266
H 1.15227 3.20182 3.30710
H 2.83698 5.77395 0.36284
H 2.29763 4.11911 -1.43099
*
```

[3]
A 2-piece molecular cluster, C26H56NO3S overall in a non-equilibrium geometry. Source: OMol25; level of theory: ωB97M-V with the def2-TZVPD basis set.

Summary:
Kohn-Sham gap ... 7.900 eV
E ... -46329.015 eV
LUMO level ... -0.1224 Eh
E_HOMO ... -11.23 eV

Structure (ORCA input):
```
! wB97M-V def2-TZVPD RIJCOSX def2/J DEFGRID3
* xyz 1 1
C 4.88357 -0.53932 -0.13566
C 4.66524 -1.58785 0.96400
C 5.34666 -1.12588 2.26257
C 4.71040 0.13057 2.84362
C 3.26724 -0.14845 3.34984
C 2.18938 0.67982 2.58291
C 0.99821 -0.20398 2.20456
C 0.23896 0.28010 0.95569
C 1.02073 0.11394 -0.35454
C 0.96329 1.32366 -1.28230
C 1.91320 2.44743 -0.86651
C 1.28218 3.81987 -0.74158
C 0.18308 3.93435 0.34564
C -1.26820 4.00105 -0.21846
C -2.21403 2.81434 0.02142
C -2.78014 2.76882 1.46141
C -4.31682 2.97386 1.52795
C -5.20612 1.80252 2.01668
S -5.96750 0.76181 0.73603
O -4.90340 0.09087 -0.24858
C -4.97431 -1.37684 0.01993
C -4.17729 -2.10013 -1.05113
N -4.88184 -3.35243 -1.43090
C -4.03864 -4.56193 -1.42270
C -3.60510 -5.03847 -0.03088
C -4.59413 -4.70596 1.06154
O -2.31150 -4.61614 0.33518
H 4.56273 -0.91405 -1.10742
H 4.30653 0.35706 0.04913
H 5.93879 -0.30247 -0.23016
H 3.59762 -1.66629 1.15646
H 5.06851 -2.52598 0.60080
H 5.30349 -1.94356 2.97738
H 6.39745 -0.94087 2.05753
H 4.73639 0.95632 2.14500
H 5.28260 0.44794 3.71146
H 3.07198 -1.20088 3.19560
H 3.20356 0.15147 4.38848
H 2.68224 1.04634 1.68708
H 1.88971 1.54389 3.16448
H 0.33127 -0.23517 3.06458
H 1.32602 -1.21691 2.01258
H -0.69130 -0.29072 0.95843
H -0.04451 1.30798 1.15205
H 0.65248 -0.74590 -0.88888
H 2.06157 -0.02925 -0.08534
H -0.03962 1.70920 -1.43704
H 1.27815 0.97414 -2.25959
H 2.68318 2.52672 -1.62998
H 2.42751 2.13686 0.03724
H 0.91592 4.22444 -1.67916
H 2.08586 4.48290 -0.42917
H 0.35381 4.90140 0.81018
H 0.31940 3.20496 1.13587
H -1.74305 4.85058 0.26968
H -1.20149 4.26318 -1.26767
H -3.05107 2.95329 -0.66362
H -1.80723 1.84258 -0.21256
H -2.53518 1.79702 1.88246
H -2.31694 3.54276 2.06081
H -4.71362 3.30475 0.57519
H -4.45394 3.75635 2.26525
H -4.74055 1.12890 2.72613
H -6.07123 2.25035 2.50663
H -6.65027 1.65523 -0.02289
H -6.00964 -1.69212 -0.02802
H -4.59783 -1.53481 1.02448
H -4.10033 -1.42373 -1.90157
H -3.16415 -2.30761 -0.74145
H -5.09439 -3.20277 -2.40659
H -4.65428 -5.35979 -1.82868
H -3.18945 -4.46902 -2.10579
H -3.56510 -6.12712 -0.08036
H -5.61558 -4.82623 0.73320
H -4.44201 -5.43083 1.85505
H -4.41782 -3.73328 1.50175
H -1.69123 -4.97481 -0.30642
C 3.97812 -1.37136 -5.11268
C 4.10434 -0.38565 -3.97941
O 3.58726 -0.58810 -2.90391
C 4.90312 0.86502 -4.24009
H 3.38105 -2.22062 -4.78865
H 3.48756 -0.89906 -5.96499
H 4.96542 -1.72730 -5.40987
H 4.45231 1.43318 -5.05520
H 5.93000 0.60442 -4.49974
H 4.91267 1.48143 -3.34379
*
```

[4]
C42H46ClI2N5O4SV as an isolated structure in a non-equilibrium geometry. Source: OMol25; level of theory: ωB97M-V with the def2-TZVPD basis set.

Summary:
Kohn-Sham gap (alpha / beta) ... 4.734 / 6.264 eV
E ... -125182.846 eV
Energy relative to the best compared isomer or geometry (same formula, charge and spin) ... 0.0 kcal per mole
LUMO level (alpha / beta) ... -0.0273 / -0.0257 Eh
E_HOMO (alpha / beta) ... -5.48 / -6.96 eV

Structure (ORCA input):
```
! wB97M-V def2-TZVPD RIJCOSX def2/J DEFGRID3
* xyz 0 4
V 0.55433 -1.33960 0.60981
O 2.64119 -6.57934 -2.98129
C 3.66240 -5.46787 -2.89402
C 2.91352 -4.34252 -2.20420
C 3.50949 -3.09956 -1.99428
C 2.84253 -2.26057 -1.08203
N 1.65601 -2.59569 -0.49715
C 1.16173 -3.83579 -0.68169
C 1.68897 -4.70551 -1.59450
C 0.15156 -4.23083 0.29424
C -0.44277 -5.51752 0.32268
C -1.20312 -5.84239 1.47719
C -1.70659 -7.29489 1.72086
O -1.24969 -8.10337 0.66020
C -1.53642 -4.82219 2.35528
C -1.14853 -3.54883 2.12043
N -0.15647 -3.27605 1.25021
H 3.02072 -7.23428 -3.60511
H 4.08750 -5.09593 -3.81489
H 4.57641 -5.81332 -2.41364
H 4.46289 -2.76399 -2.39708
H 3.37008 -1.34128 -0.80453
H 1.30425 -5.71361 -1.80358
H -0.16635 -6.22944 -0.44892
H -2.81197 -7.25704 1.78759
H -1.31044 -7.58504 2.70439
H -1.25297 -9.06777 0.85068
H -2.26894 -5.06584 3.13620
H -1.48937 -2.66188 2.66061
Cl -5.51072 -1.13159 -2.51726
C -4.45966 -0.62278 -1.22409
C -4.80505 -0.32990 0.07506
C -3.87905 -0.31513 1.14250
I -4.33368 0.68702 2.88764
C -2.49317 -0.54015 0.94342
O -1.66845 -0.63347 1.90110
C -2.04736 -0.48556 -0.43529
N -0.69233 -0.47831 -0.68882
C -0.23504 -0.31749 -1.97924
C -1.09450 -0.29935 -3.05839
C -2.47792 -0.27779 -2.85966
C -3.00103 -0.45103 -1.54581
H -5.88433 -0.00227 0.18463
H 0.76274 0.04080 -2.11827
H -0.62392 -0.30354 -4.02914
H -3.07627 -0.18529 -3.74754
C 2.70281 4.30995 1.32236
C 1.83897 3.23178 1.86701
C 1.13918 3.52676 3.01001
C 0.17383 2.61940 3.51985
C -0.86807 3.16708 4.40985
C 0.20565 1.23689 3.17612
C 1.14645 0.87707 2.07190
C 1.59949 1.95476 1.20561
N 1.58241 -0.39064 1.94638
C 2.41674 -0.94378 3.00784
C 3.06667 -2.19111 2.44872
C 3.53935 0.04046 3.25538
C 1.63410 -1.31754 4.32169
H 2.81328 4.40245 0.24974
H 3.68667 4.34056 1.82220
H 2.27650 5.25458 1.73677
H 1.21115 4.47470 3.48831
H -1.80592 3.26973 3.87957
H -0.51388 4.13822 4.86516
H -0.97404 2.53871 5.28523
H -0.50855 0.56969 3.55086
H 1.98944 1.87990 0.17574
H 3.93265 -2.04096 1.81294
H 2.39369 -2.79760 1.84309
H 3.45194 -2.74462 3.30356
H 3.83690 0.48860 2.29761
H 4.42458 -0.51031 3.60843
H 3.32869 0.82961 3.95163
H 0.57390 -1.21760 4.20921
H 2.07300 -0.63198 5.02924
H 1.92246 -2.34980 4.70451
I 2.56804 -1.05912 -8.43237
C 2.41694 0.48305 -7.09581
C 1.16575 1.10004 -6.97562
C 0.96160 2.06545 -6.01540
C 2.14732 2.48188 -5.29339
N 3.30034 1.81768 -5.35375
C 3.44875 0.82067 -6.18004
H 0.39545 0.84893 -7.71983
H -0.07804 2.45902 -5.80264
H 2.17675 3.40678 -4.71001
H 4.45562 0.34833 -6.27276
O -6.42638 6.62313 -0.77813
S -5.11231 5.95756 -0.72640
C -3.73659 7.15368 -1.23331
C -3.08007 7.73986 0.06630
C -3.95034 7.31603 1.33785
C -4.55099 5.94067 1.03160
H -4.26978 7.97899 -1.73122
H -3.03186 6.71950 -1.93505
H -2.99392 8.82132 0.07196
H -2.08723 7.31244 0.18983
H -4.78329 8.00628 1.60977
H -3.31545 7.21683 2.18952
H -5.45548 5.61559 1.62892
H -3.79507 5.14825 1.08917
*
```